[1]
{
  "formula": "C3H13N2",
  "method": "wB97M-V/def2-TZVPD",
  "elements": ["C", "N", "H", "H", "H", "H", "H", "H", "C", "N", "C", "H", "H", "H", "H", "H", "H", "H"],
  "xyz": [[-2.0356, -0.3982, -0.8116], [-1.7450, 0.1317, 0.5561], [-2.4372, 0.4769, -1.2989], [-2.5835, -1.3635, -0.8499], [-0.9472, -0.7551, -0.9987], [-2.4485, 0.7563, 0.9607], [-1.6933, -0.5626, 1.2905], [-0.2198, 0.2734, 0.4481], [1.1748, 0.9114, -0.9364], [0.8929, 0.4370, 0.4550], [1.6365, -0.7544, 0.8900], [0.9017, 0.1968, -1.7690], [2.2225, 0.8695, -1.1385], [0.7445, 1.8816, -0.9769], [1.0387, 1.2086, 1.0895], [1.0528, -1.6911, 1.2627], [2.1641, -1.1905, 0.0151], [2.2817, -0.4276, 1.8122]],
  "de_lowest_ev": 2.301,
  "homo_lumo_gap_ev": 11.367,
  "largest_force_ha_per_bohr": 0.068,
  "charge": 1,
  "lumo_ev": -3.02,
  "multiplicity": 1
}


[2]
{
  "formula": "C3H13N2O",
  "method": "wB97M-V/def2-TZVPD",
  "elements": ["C", "N", "C", "N", "C", "H", "H", "H", "H", "H", "H", "H", "H", "H", "H", "H", "H", "H", "O"],
  "xyz": [[0.9545, 0.0627, -1.4869], [-0.3362, 0.7822, -1.6690], [0.6290, -0.9779, -0.3508], [-0.8337, -1.2563, -0.1074], [-1.3008, -0.7808, 1.1917], [1.0965, -0.5175, -2.4371], [1.8290, 0.6727, -1.1528], [-0.3918, 1.1963, -2.5978], [-0.3589, 1.5863, -1.0189], [1.0852, -1.9394, -0.5004], [0.9963, -0.4320, 0.4792], [-1.1075, -2.2062, -0.4068], [-1.4541, -0.8966, -0.8731], [-2.4076, -0.7241, 1.3634], [-0.9614, -1.4994, 1.9659], [-1.0245, 0.2591, 1.4460], [0.5666, 2.2707, 1.2985], [0.8575, 2.1782, 2.7962], [0.9583, 1.6943, 1.9738]],
  "de_lowest_ev": 1.698,
  "homo_lumo_gap_ev": 11.266,
  "largest_force_ha_per_bohr": 0.059,
  "charge": 1,
  "lumo_ev": -3.12,
  "multiplicity": 1
}


[3]
{
  "formula": "C3H13N2O",
  "method": "wB97M-V/def2-TZVPD",
  "elements": ["C", "N", "C", "N", "C", "H", "H", "H", "H", "H", "H", "H", "H", "H", "H", "H", "H", "H", "O"],
  "xyz": [[-1.7084, 0.2766, -0.8121], [-2.2530, -0.9621, -0.2707], [-0.2284, 0.0639, -1.0576], [0.4711, -0.2178, 0.2349], [0.4103, 0.8635, 1.2923], [-2.1504, 0.5315, -1.7792], [-1.9682, 1.1749, -0.2468], [-3.0379, -1.2885, -0.8407], [-2.7270, -0.8974, 0.6221], [-0.0030, -0.8086, -1.6660], [0.2527, 0.9228, -1.5305], [1.4596, -0.5720, 0.2124], [-0.0983, -0.9885, 0.6097], [1.0058, 1.6856, 0.9115], [-0.6341, 1.0434, 1.5112], [0.8452, 0.4613, 2.2045], [3.6874, -0.5083, -0.5554], [3.4490, -0.0362, 0.8887], [3.2275, -0.7442, 0.2715]],
  "de_lowest_ev": 0.691,
  "homo_lumo_gap_ev": 11.062,
  "largest_force_ha_per_bohr": 0.034,
  "charge": 1,
  "lumo_ev": -2.99,
  "multiplicity": 1
}


[4]
{
  "formula": "C3H13N2O",
  "method": "wB97M-V/def2-TZVPD",
  "elements": ["N", "C", "C", "C", "N", "H", "H", "H", "H", "H", "H", "H", "H", "H", "H", "H", "H", "H", "O"],
  "xyz": [[-0.4843, -0.4243, 1.0056], [-0.1165, -0.4386, -0.3343], [-1.3029, -1.0885, -1.1616], [0.2119, 1.0690, -0.7611], [0.8000, 1.0312, -2.1772], [0.4095, -0.2445, 1.5801], [-1.2826, 0.1861, 1.3780], [-0.7539, -1.2766, 1.5115], [0.7465, -0.9986, -0.5643], [-2.3194, -0.5765, -0.9277], [-1.0847, -1.2371, -2.2306], [-1.4782, -2.1381, -0.8509], [0.8795, 1.5627, -0.0984], [-0.6830, 1.7796, -0.8597], [1.0507, 1.8876, -2.6849], [1.0872, 0.2434, -2.8920], [2.0888, -0.2237, 3.6081], [0.9294, 0.8464, 3.3664], [1.3020, 0.0405, 3.0931]],
  "de_lowest_ev": 2.348,
  "homo_lumo_gap_ev": 8.758,
  "largest_force_ha_per_bohr": 0.122,
  "charge": 1,
  "lumo_ev": -3.46,
  "multiplicity": 1
}


no.,molecular weight (g mol⁻¹)
1,77.15
2,93.15
3,93.15
4,93.15